Entry from the OMol25 dataset: a structure of composition C21H36F6MnO15 (wB97M-V/def2-TZVPD).

Atoms and positions in Å:
1 Mn -0.33856 0.97641 -0.59984
2 C -4.98057 0.05976 0.96337
3 O -4.68971 -0.52675 2.25127
4 O -3.76149 0.62685 0.48698
5 C -5.69904 -1.07012 0.11446
6 F -5.16243 -2.24136 0.14936
7 F -6.98501 -1.15636 0.57665
8 F -5.90838 -0.64635 -1.17837
9 C -5.65981 -0.58355 3.24312
10 C -5.15352 -1.08481 4.57480
11 H -4.62768 -0.32970 5.15910
12 H -5.93528 -1.36374 5.28130
13 H -4.43272 -1.90000 4.51151
14 H -6.44522 -1.29898 2.99943
15 H -6.11705 0.33198 3.61841
16 H -5.69705 0.88098 0.98215
17 C 4.53528 0.21320 -0.58868
18 O 4.58329 -0.86812 0.33387
19 O 3.17521 0.67002 -0.55125
20 C 5.74756 1.22567 -0.46758
21 F 5.70117 1.75418 0.74924
22 F 6.89549 0.64895 -0.72267
23 F 5.73855 2.13180 -1.37333
24 C 5.14165 -2.04826 -0.23350
25 C 4.99106 -3.22618 0.86300
26 H 4.01282 -3.69116 0.98522
27 H 5.44898 -4.14041 0.48538
28 H 5.49765 -3.10353 1.82030
29 H 6.22406 -1.92219 -0.25793
30 H 4.85891 -2.34921 -1.24226
31 H 4.78597 -0.12018 -1.59571
32 C 1.07464 4.76766 -3.83925
33 O -0.15282 5.52685 -3.70962
34 C -0.88859 5.32907 -2.53162
35 O -0.63103 4.49176 -1.63680
36 O -1.85044 6.19439 -2.62089
37 C -2.85940 6.38618 -1.55804
38 H 0.80001 3.76276 -4.15994
39 H 1.69748 4.95906 -2.96544
40 H 1.86517 5.04772 -4.53548
41 H -3.87235 6.58701 -1.90689
42 H -2.50021 7.10328 -0.81990
43 H -3.06915 5.40529 -1.13148
44 C -0.58262 -3.02759 3.03890
45 O -0.69196 -3.97495 1.95899
46 C -0.41719 -3.50548 0.74409
47 O -0.18983 -2.31931 0.38197
48 O -0.60316 -4.52881 -0.10474
49 C -0.74878 -5.95009 0.27582
50 H -1.15069 -2.14292 2.75121
51 H 0.45296 -2.69659 3.11706
52 H -1.05098 -3.34985 3.96889
53 H -1.61903 -6.03801 0.92624
54 H -0.02979 -6.46728 0.91118
55 H -0.71811 -6.47324 -0.67994
56 C 2.38363 1.39950 4.11330
57 O 1.31108 2.23424 4.42431
58 C 0.23217 2.29517 3.64677
59 O -0.10335 1.54697 2.68604
60 O -0.60694 3.15776 4.23156
61 C -1.75602 3.58893 3.57683
62 H 2.00361 0.41401 4.38253
63 H 3.31880 1.62309 4.62670
64 H 2.50144 1.30992 3.03340
65 H -1.44122 3.89918 2.58046
66 H -2.09243 4.53735 3.99567
67 H -2.60278 2.90463 3.52374
68 O 0.10014 0.02013 -3.81411
69 C 0.64016 -0.86890 -4.42622
70 O 0.77706 -2.13762 -3.95643
71 C 1.75160 -2.89583 -4.71755
72 C 2.09676 -2.02402 -5.94765
73 C 1.47294 -0.69159 -5.64372
74 H 1.30901 -3.88953 -4.78660
75 H 2.63150 -2.98160 -4.07995
76 H 1.97125 -2.39981 -6.96310
77 H 3.14896 -1.78969 -5.78625
78 H 0.80083 -0.34118 -6.42704
79 H 2.14318 0.15316 -5.48478

Its spin multiplicity is 6. Its charge is 0. As for the maximum force: 0.080 hartree/bohr. The HOMO-LUMO gap (spin up / spin down) is 0.1416 / 0.1355 Ha.

***

Entry from the OMol25 dataset: a cluster of 2 separate species, C2HBrF4O in total (wB97M-V/def2-TZVPD).

Atoms and positions in Å:
1 C 0.92559 0.83796 -0.28970
2 C -1.34120 -1.09692 -0.06337
3 O 0.93648 1.38603 0.89663
4 F 1.82526 -0.17544 -0.61683
5 F 0.82311 1.48008 -1.44682
6 F -2.02383 -0.48291 0.96929
7 F -2.21797 -1.05380 -1.04657
8 Br -0.71992 -2.81024 0.32050
9 H 1.79248 1.91525 1.27686

Its charge is 0. As for the maximum force: 0.064 hartree/bohr. As for the energy above the lowest of the compared OMol25 structures with the same formula, charge and spin: 238.2 kJ/mol. The HOMO-LUMO gap (spin up / spin down) is 0.3288 / 0.2986 Ha.

***

Entry from the OMol25 dataset: a cluster of 2 separate species, C2H5N2S in total (wB97M-V/def2-TZVPD).

Atoms and positions in Å:
1 C 1.04207 -0.57011 0.63139
2 C 0.56966 0.09477 -0.58800
3 N 1.49937 -0.44027 1.75792
4 N -1.39584 0.61776 -0.51600
5 S 0.79898 -1.55254 -0.93731
6 H 0.58362 1.10463 -0.93392
7 H 1.93241 -1.22762 2.39154
8 H -1.93484 -0.22351 -0.43911
9 H -1.43036 0.91708 -1.48667
10 H -1.66507 1.27980 0.12017

Its charge is +1. As for the maximum force: 0.080 hartree/bohr. As for the energy above the lowest of the compared OMol25 structures with the same formula, charge and spin: 255.0 kJ/mol. The HOMO-LUMO gap is 0.3310 Ha.